A) The following is a DFT calculation (ωB97M-V with the def2-TZVPD basis set) of an isolated molecule of C10H14NOPS.

Positions of all 28 atoms, in Å:
O  -5.298  0.457  1.197
N  -4.976  0.377  0.014
S  -5.361  1.408  -1.148
C  -4.088  -1.044  -0.520
C  -2.595  -0.954  -0.553
C  -1.757  -0.745  0.645
C  -0.304  -0.523  0.236
P  0.659  0.655  1.410
C  2.203  0.648  0.453
C  3.218  -0.196  0.820
C  4.461  -0.067  0.281
C  4.681  0.798  -0.740
C  3.690  1.670  -1.107
C  2.399  1.622  -0.493
H  -4.626  -1.353  -1.496
H  -4.559  -1.535  0.318
H  -2.332  -1.908  -0.964
H  -2.366  -0.179  -1.345
H  -1.932  0.147  1.221
H  -1.949  -1.698  1.202
H  -0.144  -0.039  -0.789
H  0.366  -1.422  0.246
H  0.932  -0.160  2.522
H  3.108  -1.032  1.557
H  5.290  -0.751  0.570
H  5.724  0.813  -1.061
H  3.852  2.572  -1.797
H  1.701  2.439  -0.678

Computed properties:
total charge	0
SMILES string	[O-][N+](=S)CCCCPc1ccccc1
molar mass	227.27	g/mol
frontier orbital gap	8.3	eV

---

B) The following is a DFT calculation (ωB97M-V with the def2-TZVPD basis set) of a cluster of 2 separate species, C10H14NOPS in total.

Positions of all 28 atoms, in Å:
C  -1.881  -1.873  -1.269
C  -1.837  -2.235  -0.024
C  -0.837  -1.941  1.011
C  -0.816  -0.586  1.612
P  -0.676  0.754  0.360
C  1.139  0.942  -0.005
C  1.610  0.732  -1.318
C  2.875  0.913  -1.689
C  3.799  1.228  -0.694
C  3.395  1.348  0.653
C  2.062  1.321  0.981
H  -1.156  -1.092  -1.498
H  -2.584  -2.228  -2.057
H  -2.775  -2.827  0.150
H  -0.964  -2.763  1.714
H  0.136  -1.971  0.413
H  0.054  -0.357  2.332
H  -1.688  -0.310  2.047
H  -0.913  1.920  1.305
H  0.763  0.515  -2.106
H  3.408  0.840  -2.651
H  4.843  1.244  -1.146
H  4.089  1.636  1.476
H  1.708  1.477  2.079
O  -3.349  1.340  1.218
N  -3.104  0.692  0.197
S  -3.822  1.237  -1.264
H  -3.479  0.042  -1.827

Computed properties:
total charge	0
SMILES string	C=CCCPc1ccccc1.O=NS
molar mass	227.27	g/mol
frontier orbital gap (spin up / spin down)	7.8 / 7.8	eV

---

The most stable structure shown above is A); the least stable is B).